1.
{"formula": "C32H45N4", "method": "ωB97M-V with the def2-TZVPD basis set", "species": ["C", "C", "N", "C", "C", "C", "C", "C", "C", "C", "C", "C", "C", "C", "C", "C", "N", "C", "C", "C", "C", "C", "C", "C", "C", "C", "C", "H", "H", "H", "H", "H", "H", "H", "H", "H", "H", "H", "H", "H", "H", "H", "H", "H", "H", "H", "H", "H", "H", "H", "H", "H", "H", "H", "H", "H", "C", "N", "C", "C", "C", "C", "C", "C", "N", "H", "H", "H", "H", "H", "H", "H", "H", "H", "H", "H", "H", "H", "H", "H", "H"], "xyz": [[-5.736, 0.567, 1.279], [-5.850, -0.749, 2.047], [-4.600, -1.535, 1.995], [-4.731, -3.001, 2.144], [-3.511, -3.747, 1.607], [-2.222, -3.179, 2.213], [-2.175, -1.675, 2.143], [-3.352, -0.910, 1.980], [-3.250, 0.493, 1.811], [-2.009, 1.082, 1.736], [-0.819, 0.335, 1.872], [0.438, 0.966, 1.725], [1.698, 0.335, 1.590], [2.885, 1.083, 1.742], [4.126, 0.493, 1.710], [4.232, -0.913, 1.565], [5.478, -1.537, 1.588], [6.728, -0.751, 1.553], [6.599, 0.571, 2.310], [5.348, 1.351, 1.882], [5.612, -3.004, 1.454], [4.385, -3.744, 1.985], [3.102, -3.186, 1.357], [3.057, -1.680, 1.385], [1.841, -1.046, 1.325], [-0.957, -1.042, 2.160], [-4.477, 1.350, 1.677], [-5.710, 0.357, 0.202], [-6.636, 1.180, 1.438], [-6.082, -0.556, 3.099], [-6.674, -1.356, 1.659], [-4.866, -3.218, 3.208], [-5.646, -3.329, 1.641], [-3.596, -4.825, 1.804], [-3.479, -3.649, 0.515], [-2.114, -3.505, 3.254], [-1.349, -3.584, 1.683], [-1.936, 2.139, 1.553], [0.439, 2.044, 1.731], [2.808, 2.143, 1.913], [7.547, -1.353, 1.959], [6.977, -0.563, 0.503], [6.551, 0.366, 3.387], [7.502, 1.182, 2.166], [5.540, 1.878, 0.939], [5.124, 2.135, 2.619], [5.757, -3.231, 0.394], [6.522, -3.328, 1.970], [4.474, -4.825, 1.804], [4.341, -3.633, 3.076], [2.997, -3.542, 0.325], [2.226, -3.574, 1.894], [0.988, -1.622, 1.013], [-0.099, -1.614, 2.465], [-4.276, 2.141, 0.942], [-4.646, 1.868, 2.630], [-2.495, 0.173, -4.696], [-2.596, 1.634, -4.663], [-3.768, 2.228, -5.353], [-1.299, 2.301, -4.980], [-0.704, 2.926, -3.723], [0.563, 3.763, -3.992], [1.474, 3.541, -2.769], [0.968, 2.254, -2.093], [-0.295, 1.865, -2.761], [-1.676, -0.162, -4.061], [-3.420, -0.267, -4.328], [-2.323, -0.173, -5.715], [-3.824, 3.295, -5.137], [-3.689, 2.085, -6.429], [-4.681, 1.753, -4.999], [-0.594, 1.572, -5.390], [-1.444, 3.057, -5.758], [-1.467, 3.561, -3.246], [1.043, 3.413, -4.911], [0.320, 4.821, -4.147], [2.528, 3.458, -3.056], [1.407, 4.391, -2.080], [1.679, 1.429, -2.213], [0.818, 2.391, -1.017], [-1.049, 1.635, -2.104]], "forces_ev_per_a": [[0.13, -0.01, -0.27], [0.39, 0.13, 0.21], [1.06, 0.49, -0.53], [0.30, 0.30, 0.26], [0.04, 0.16, -0.18], [-0.05, -0.39, 0.28], [0.58, -0.15, -0.29], [-1.86, -0.90, -0.10], [0.23, 0.51, -0.18], [-0.37, -0.56, 0.10], [0.63, 0.22, 0.21], [0.06, -0.86, 0.03], [-0.65, 0.24, -0.24], [0.33, -0.53, -0.06], [-0.20, 0.46, 0.18], [1.79, -0.85, 0.13], [-1.02, 0.47, 0.50], [-0.39, 0.14, -0.22], [-0.12, -0.02, 0.26], [0.42, 0.27, -0.04], [-0.30, 0.30, -0.27], [-0.04, 0.16, 0.18], [0.04, -0.39, -0.28], [-0.52, -0.17, 0.30], [0.69, -0.08, -0.12], [-0.74, -0.08, 0.12], [-0.43, 0.26, 0.04], [0.08, -0.08, 0.16], [0.28, -0.24, 0.09], [-0.05, 0.09, 0.05], [0.28, 0.00, -0.06], [0.00, -0.12, 0.07], [0.16, 0.20, -0.05], [-0.05, 0.36, 0.11], [-0.01, 0.11, 0.15], [-0.14, -0.01, -0.04], [-0.22, 0.08, 0.10], [-0.04, 0.31, -0.08], [0.00, 0.31, -0.03], [0.03, 0.30, 0.07], [-0.28, 0.00, 0.06], [0.05, 0.09, -0.05], [-0.08, -0.08, -0.17], [-0.27, -0.23, -0.10], [0.05, -0.12, 0.06], [0.12, -0.18, -0.15], [0.00, -0.12, -0.07], [-0.16, 0.20, 0.05], [0.04, 0.36, -0.11], [0.01, 0.11, -0.15], [0.14, 0.00, 0.04], [0.22, 0.08, -0.10], [0.03, -0.10, 0.01], [-0.01, -0.11, -0.01], [-0.11, -0.18, 0.14], [-0.04, -0.11, -0.06], [-0.34, 0.82, -0.17], [0.28, 0.57, 0.27], [1.09, -0.76, 0.44], [-0.98, -0.24, 0.31], [0.07, -0.04, 0.40], [-0.09, -0.30, 0.03], [0.02, 0.18, 0.03], [-0.32, -0.43, -0.12], [-0.08, 0.38, -0.03], [0.01, 0.12, -0.03], [-0.09, -0.04, 0.00], [0.07, -0.37, -0.31], [0.05, -0.05, 0.02], [-0.17, 0.05, -0.38], [-0.01, -0.02, 0.03], [0.08, -0.03, 0.08], [-0.08, 0.10, 0.08], [0.02, -0.02, -0.25], [0.03, -0.04, 0.10], [0.03, -0.25, 0.06], [-0.21, 0.01, 0.04], [-0.06, -0.16, -0.11], [0.08, 0.15, 0.07], [0.06, 0.08, 0.02], [0.55, 0.28, -0.49]], "e_lumo_ha": -0.154, "total_charge": 1, "homo_ev": -9.6}


2.
{"formula": "C32H46As2F6GeI2N3O8PS2V", "method": "ωB97M-V with the def2-TZVPD basis set", "species": ["V", "I", "C", "C", "C", "I", "C", "O", "C", "C", "N", "C", "C", "C", "C", "C", "C", "N", "C", "H", "H", "H", "H", "H", "H", "H", "H", "H", "H", "H", "C", "As", "C", "C", "C", "C", "C", "C", "C", "As", "C", "C", "H", "H", "H", "H", "H", "H", "H", "H", "H", "H", "H", "H", "H", "H", "H", "H", "C", "O", "P", "O", "C", "O", "C", "H", "H", "H", "H", "H", "H", "H", "H", "H", "C", "Ge", "C", "C", "C", "H", "H", "H", "H", "H", "H", "H", "H", "H", "H", "F", "C", "F", "F", "S", "O", "O", "N", "S", "O", "O", "C", "F", "F", "F"], "xyz": [[0.125, 0.611, 0.845], [-7.243, 3.505, 1.894], [-5.416, 2.860, 1.071], [-4.804, 3.619, 0.085], [-3.613, 3.167, -0.450], [-2.663, 4.310, -1.931], [-2.956, 1.962, -0.048], [-1.877, 1.549, -0.572], [-3.625, 1.254, 1.005], [-2.958, 0.016, 1.528], [-1.619, 0.289, 2.105], [-1.587, 1.423, 3.048], [-1.090, 2.659, 2.339], [-1.525, 3.928, 2.653], [-1.039, 5.028, 1.954], [-0.120, 4.791, 0.937], [0.292, 3.505, 0.680], [-0.168, 2.423, 1.362], [-4.825, 1.690, 1.533], [-5.244, 4.545, -0.260], [-3.596, -0.455, 2.281], [-2.818, -0.692, 0.712], [-1.351, -0.567, 2.585], [-2.564, 1.623, 3.495], [-0.887, 1.178, 3.848], [-2.258, 4.056, 3.441], [-1.375, 6.030, 2.188], [0.262, 5.601, 0.331], [1.006, 3.282, -0.098], [-5.305, 1.107, 2.310], [-2.626, 0.294, -3.839], [-1.198, -0.325, -2.621], [-0.088, 1.283, -2.838], [-0.237, -1.435, -3.988], [0.206, -0.911, -5.200], [1.029, -1.643, -6.045], [1.432, -2.920, -5.673], [0.949, -3.479, -4.497], [0.094, -2.761, -3.666], [-0.726, -3.449, -2.015], [-0.034, -5.297, -2.078], [-2.410, -3.903, -2.951], [-2.223, 0.841, -4.692], [-3.273, 0.957, -3.262], [-3.214, -0.554, -4.195], [0.628, 1.182, -3.651], [0.458, 1.445, -1.912], [-0.740, 2.138, -3.008], [-0.080, 0.096, -5.487], [1.370, -1.214, -6.981], [2.107, -3.483, -6.309], [1.246, -4.488, -4.234], [1.022, -5.292, -1.804], [-0.176, -5.784, -3.044], [-0.572, -5.853, -1.310], [-2.210, -4.306, -3.942], [-3.023, -3.005, -3.035], [-2.951, -4.637, -2.351], [2.844, 2.885, -2.001], [2.893, 1.533, -1.729], [2.386, 0.825, 0.041], [2.960, -0.631, -0.449], [2.842, -1.121, -1.778], [3.758, 1.545, 0.692], [4.896, 2.016, 0.001], [3.709, 3.193, -2.614], [2.865, 3.519, -1.094], [1.934, 3.169, -2.561], [2.571, -2.175, -1.712], [3.797, -1.020, -2.299], [2.088, -0.577, -2.344], [4.862, 3.102, -0.126], [4.986, 1.547, -0.977], [5.770, 1.764, 0.610], [1.887, 0.656, 5.007], [2.744, 1.098, 3.253], [2.764, 3.071, 3.271], [4.598, 0.497, 3.611], [1.897, 0.251, 1.763], [2.211, 1.378, 5.764], [2.183, -0.343, 5.338], [0.796, 0.680, 4.958], [2.939, 3.429, 4.290], [1.813, 3.475, 2.918], [3.556, 3.452, 2.623], [4.931, 0.799, 4.609], [5.290, 0.902, 2.869], [4.635, -0.594, 3.547], [2.036, -0.828, 1.822], [0.416, -1.807, 3.401], [0.931, -2.866, 2.783], [0.458, -3.960, 3.396], [2.252, -2.870, 2.962], [0.491, -2.949, 0.925], [-0.056, -1.646, 0.563], [1.688, -3.425, 0.313], [-0.618, -4.091, 0.991], [-2.075, -3.566, 1.353], [-2.138, -2.866, 2.614], [-2.873, -3.059, 0.273], [-2.813, -5.224, 1.672], [-2.784, -5.953, 0.545], [-2.158, -5.902, 2.614], [-4.086, -5.112, 2.051]], "forces_ev_per_a": [[0.49, -0.16, -0.96], [0.10, -0.04, -0.05], [-0.16, 0.09, 0.10], [0.08, -0.16, 0.04], [0.16, 0.02, -0.12], [-0.11, -0.05, 0.03], [-0.21, 0.15, -0.06], [0.26, -0.26, 0.14], [0.11, 0.01, 0.06], [-0.08, 0.14, -0.33], [0.03, -0.26, 0.24], [0.15, 0.33, -0.04], [-0.16, 0.09, 0.28], [-0.01, -0.03, 0.11], [-0.05, 0.13, 0.08], [-0.01, -0.11, -0.05], [-0.11, 0.32, -0.12], [-0.07, 1.00, 0.55], [0.09, 0.04, -0.07], [0.00, 0.00, -0.02], [0.00, -0.01, 0.04], [0.05, -0.06, 0.02], [-0.05, 0.05, 0.09], [-0.04, -0.05, 0.05], [0.02, -0.12, 0.00], [-0.04, -0.04, -0.03], [-0.02, -0.01, -0.01], [0.06, -0.02, 0.00], [-0.02, 0.04, 0.00], [0.03, 0.01, 0.03], [-0.15, -0.09, 0.15], [0.08, 0.14, -0.68], [-0.05, 0.04, 0.10], [0.04, -0.08, 0.04], [-0.01, 0.00, -0.02], [0.00, -0.07, 0.06], [-0.10, 0.08, -0.05], [-0.02, -0.07, -0.08], [0.04, 0.34, 0.13], [0.08, -0.56, -0.92], [0.07, 0.04, 0.08], [-0.13, 0.08, 0.25], [0.04, -0.02, 0.01], [0.01, 0.03, -0.04], [0.00, 0.00, 0.01], [0.03, -0.05, 0.02], [0.11, 0.05, -0.06], [-0.06, -0.07, 0.02], [0.04, 0.01, 0.03], [0.02, 0.01, 0.02], [0.00, -0.02, 0.01], [0.00, 0.01, 0.03], [0.00, -0.02, -0.03], [0.00, 0.03, -0.03], [0.00, 0.00, -0.01], [0.06, -0.01, -0.01], [-0.02, -0.01, -0.01], [-0.02, 0.04, 0.01], [-0.17, 0.00, 0.14], [0.07, -0.24, 0.30], [0.30, -0.38, -0.67], [0.10, 0.02, -0.09], [-0.08, 0.07, 0.12], [-0.30, 0.38, -0.16], [-0.04, -0.18, -0.03], [-0.02, 0.04, 0.03], [0.01, 0.00, -0.07], [0.03, 0.02, 0.03], [0.00, -0.02, 0.02], [-0.01, 0.04, -0.03], [-0.02, -0.04, -0.02], [-0.02, 0.00, -0.01], [0.03, 0.03, -0.01], [-0.03, 0.01, 0.03], [-0.05, -0.07, -0.08], [0.02, 0.14, 0.44], [0.00, -0.02, -0.10], [0.03, -0.04, -0.15], [-0.48, -0.34, 0.42], [0.01, -0.03, -0.03], [-0.03, 0.02, -0.02], [0.03, 0.00, 0.03], [-0.01, -0.03, -0.02], [0.02, 0.02, 0.04], [-0.04, -0.02, -0.01], [-0.05, 0.01, -0.02], [-0.03, -0.02, 0.01], [0.02, 0.03, 0.02], [0.35, 0.03, 0.00], [-0.05, 0.01, -0.02], [0.05, -0.20, 0.00], [0.08, 0.02, 0.00], [0.02, 0.11, -0.10], [-0.25, 0.37, 0.90], [0.32, -0.70, 0.39], [-0.11, -0.17, -0.14], [-0.21, 0.78, -0.30], [-0.33, -0.35, 0.34], [-0.06, 0.03, -0.12], [0.13, -0.10, -0.02], [0.29, -0.27, -0.25], [-0.04, -0.03, 0.03], [0.01, 0.03, 0.10], [-0.11, 0.17, 0.07]], "e_lumo_ha": [0.124, 0.124], "multiplicity": 2, "total_charge": -2, "homo_ev": [-0.3, -1.5]}